## i
Density functional theory data (the ωB97M-V functional and the def2-TZVPD basis) for a single C2H4O3 molecule.

```
9
C2H4O3 | the Open Molecules 2025 dataset | the ωB97M-V functional and the def2-TZVPD basis
C -1.2893 -0.0950 0.1605
C 0.1360 0.3259 -0.2089
O 0.5486 0.8845 -1.1921
O 1.0036 -0.3543 0.6764
O 2.3270 -0.0801 0.3862
H -1.4327 -1.2225 -0.1698
H -1.4551 -0.2074 1.2312
H -2.0549 0.5813 -0.3723
H 2.2168 0.1676 -0.5111
```

The highest occupied orbital energy is -10.6 eV. The net charge is 0. The HOMO-LUMO gap comes out at 11.314 eV. Its multiplicity is 1.

***

## ii
Density functional theory data (the ωB97M-V functional and the def2-TZVPD basis) for a single C2H4O3 molecule.

```
9
C2H4O3 | the Open Molecules 2025 dataset | the ωB97M-V functional and the def2-TZVPD basis
C 1.7959 -0.2912 -0.0402
C -0.6326 -0.5952 0.0792
O 0.5544 -0.0835 -0.1632
O -2.0301 1.3468 0.2680
O -1.6517 0.0293 -0.3715
H 2.4489 0.3425 -0.5452
H 2.2621 -1.1799 0.5433
H -0.8229 -1.4872 0.7230
H -1.9240 1.9185 -0.4934
```

The highest occupied orbital energy (alpha / beta) is -7.8 / -7.9 eV. The net charge is 0. The HOMO-LUMO gap (alpha / beta) comes out at 7.804 / 8.208 eV. Its multiplicity is 1.

***

i has the most favorable energy; the next structure is 403.9 kJ/mol above.

***

## i
Density functional theory data (the ωB97M-V functional and the def2-TZVPD basis) for a single C2H4O3 molecule.

```
9
C2H4O3 | the Open Molecules 2025 dataset | the ωB97M-V functional and the def2-TZVPD basis
O -1.0878 0.1293 1.2457
C -0.0437 -0.0157 0.6833
O 0.8702 -1.0580 0.9807
C 0.2551 0.3453 -0.7352
O -0.8215 0.9453 -1.3843
H 0.6531 -1.4394 1.8464
H 1.1630 0.9569 -0.7729
H 0.6180 -0.7158 -1.0409
H -1.6063 0.8522 -0.8229
```

The highest occupied orbital energy is -10.8 eV. The net charge is 0. The HOMO-LUMO gap comes out at 11.330 eV. Its multiplicity is 1.

***

## ii
Density functional theory data (the ωB97M-V functional and the def2-TZVPD basis) for 2 unconnected molecules or ions with the total composition C2H4O3.

```
9
C2H4O3 | the Open Molecules 2025 dataset | the ωB97M-V functional and the def2-TZVPD basis
O 0.5555 -0.7869 -2.5613
C 1.2510 -0.4154 -1.6714
O 1.3856 -1.1375 -0.5354
H 1.8839 0.4853 -1.7075
H 1.6511 -0.5892 0.2176
C -1.6813 0.6162 1.5742
O -2.6614 -0.0468 1.7450
H -1.2230 0.6924 0.5644
H -1.1613 1.1818 2.3745
```

The highest occupied orbital energy is -10.4 eV. The net charge is 0. The HOMO-LUMO gap comes out at 10.626 eV. Its multiplicity is 1.

***

## iii
Density functional theory data (the ωB97M-V functional and the def2-TZVPD basis) for a single C2H4O3 molecule.

```
9
C2H4O3 | the Open Molecules 2025 dataset | the ωB97M-V functional and the def2-TZVPD basis
C 1.2548 -0.2020 0.0543
C -0.1710 0.2583 -0.0425
O -0.6137 1.3728 -0.2894
O -1.0111 -0.7988 0.1242
O -2.2967 -0.3809 0.1387
H 1.8459 -0.0063 -0.9255
H 1.7957 0.3400 0.8025
H 1.3615 -1.2565 0.1038
H -2.1655 0.6734 0.0338
```

The highest occupied orbital energy is -10.4 eV. The net charge is 0. The HOMO-LUMO gap comes out at 11.235 eV. Its multiplicity is 1.

***

i has the most favorable energy; the next structure is 71.3 kJ/mol above.

***

## i
Density functional theory data (the ωB97M-V functional and the def2-TZVPD basis) for a single C5H4N2O molecule.

```
12
C5H4N2O | the Open Molecules 2025 dataset | the ωB97M-V functional and the def2-TZVPD basis
O 2.7202 -0.3918 0.0503
C 1.9123 0.4586 0.1007
C 0.4792 0.2047 -0.2416
C -0.3773 1.2397 -0.0501
C -1.7372 0.9886 -0.0173
C -2.1205 -0.3750 0.1096
N -1.1958 -1.2811 0.0609
N 0.1407 -1.0851 -0.1369
H 2.1150 1.4710 0.5073
H 0.1430 2.1120 -0.0665
H -2.4655 1.7155 -0.0018
H -3.1078 -0.7003 0.2822
```

The highest occupied orbital energy is -9.6 eV. The net charge is 0. The HOMO-LUMO gap comes out at 9.101 eV. Its multiplicity is 1.

***

## ii
Density functional theory data (the ωB97M-V functional and the def2-TZVPD basis) for a molecular structure, C5H4N2O.

```
12
C5H4N2O | the Open Molecules 2025 dataset | the ωB97M-V functional and the def2-TZVPD basis
C 0.2641 0.2201 0.0673
C -0.8048 -0.2060 1.1425
C -0.4983 -0.1275 -1.0249
C 1.7281 -0.0614 0.2319
C 2.7359 -0.8419 -0.0457
H -0.5448 1.9627 -0.9341
H -0.5624 0.2449 2.2683
H 0.0694 0.0287 -1.8883
H 3.7132 -1.1548 0.0882
N -1.9802 -0.5335 0.6205
N -1.6117 -0.6737 -0.8739
O 0.2398 1.6835 0.0017
```

The highest occupied orbital energy is -10.6 eV. The net charge is 0. The HOMO-LUMO gap comes out at 9.793 eV. Its multiplicity is 1.

***

## iii
Density functional theory data (the ωB97M-V functional and the def2-TZVPD basis) for a single C5H4N2O molecule.

```
12
C5H4N2O | the Open Molecules 2025 dataset | the ωB97M-V functional and the def2-TZVPD basis
N -2.1944 -2.0503 0.0817
C -1.5825 -1.0079 0.1094
C -0.5220 0.0305 0.2014
C -0.4395 1.1350 1.0388
N 0.8191 1.5753 0.8946
C 1.5496 0.9099 -0.0789
C 0.7163 -0.0484 -0.5667
O 0.8793 -0.9191 -1.5186
H -1.2274 1.6705 1.6965
H 1.2471 2.2236 1.6528
H 2.5076 1.3166 -0.2867
H 1.7339 -0.6468 -1.9716
```

The highest occupied orbital energy is -8.8 eV. The net charge is 0. The HOMO-LUMO gap comes out at 9.278 eV. Its multiplicity is 1.

***

iii has the most favorable energy; the next structure is 92.3 kJ/mol above.